Below is a structure of composition C47H59CaGeINO2P2 at a distorted geometry, with properties calculated with ωB97M-V/def2-TZVPD.

The spin multiplicity is 1. The HOMO-LUMO gap is 6.37 eV. For the LUMO energy, the calculation gives 2.469 eV. The value obtained for the total energy is -156923.0878 eV. Its charge is -1.

Each line ends with the Löwdin charge.
Atoms and positions in Å:
1 Ca 0.1498 -1.1760 0.0495  0.83
2 C -3.8053 -1.9527 4.0123  -0.11
3 C -2.5742 -2.1209 3.1179  -0.55
4 C -1.2883 -2.1583 3.9499  -0.13
5 P -2.2849 -1.0037 1.6656  0.98
6 C -3.9078 -0.8809 0.7666  -0.54
7 C -4.9060 0.1097 1.3624  -0.11
8 C -4.5231 -2.2663 0.5398  -0.14
9 C -1.9798 0.6822 2.2894  -0.30
10 C -2.1294 1.2013 3.5755  -0.06
11 C -1.7495 2.4993 3.8978  -0.29
12 C -1.9406 3.0541 5.2937  -0.07
13 C -1.1738 3.2698 2.8867  -0.06
14 C -1.0170 2.7847 1.5993  -0.04
15 C -1.4577 1.4958 1.2503  -0.35
16 N -1.3584 0.9359 -0.0242  -0.08
17 C -1.6116 1.6998 -1.1417  -0.31
18 C -2.4328 2.8667 -1.1167  -0.04
19 C -2.7213 3.5977 -2.2495  -0.06
20 C -2.2268 3.2356 -3.5074  -0.30
21 C -2.5501 4.0289 -4.7554  -0.07
22 C -1.4585 2.0867 -3.5533  -0.08
23 C -1.1511 1.3124 -2.4287  -0.31
24 P -0.2246 -0.2469 -2.6372  1.04
25 C 1.2224 0.2650 -3.7199  -0.52
26 C 1.0422 0.1096 -5.2309  -0.12
27 C 2.4971 -0.4728 -3.2758  -0.12
28 C -1.3289 -1.1802 -3.7894  -0.56
29 C -2.7161 -1.3479 -3.1567  -0.12
30 C -0.7122 -2.5527 -4.1265  -0.14
31 H -3.8158 -2.7458 4.7688  0.07
32 H -4.7349 -2.0264 3.4483  0.05
33 H -3.8139 -0.9977 4.5411  0.06
34 H -2.6527 -3.0901 2.6206  0.08
35 H -1.1374 -1.2236 4.4929  0.06
36 H -0.4144 -2.3246 3.3198  0.06
37 H -1.3273 -2.9729 4.6789  0.07
38 H -3.5948 -0.4939 -0.2036  0.08
39 H -5.1460 -0.1311 2.4048  0.06
40 H -5.8379 0.0842 0.7858  0.08
41 H -4.5199 1.1300 1.3394  0.07
42 H -5.0795 -2.6075 1.4188  0.06
43 H -3.7621 -3.0171 0.3013  -0.01
44 H -5.2263 -2.2270 -0.2983  0.08
45 H -2.5492 0.5855 4.3617  0.08
46 H -2.6446 2.4434 5.8626  0.07
47 H -2.3332 4.0731 5.2619  0.07
48 H -1.0012 3.0844 5.8559  0.07
49 H -0.8290 4.2731 3.1244  0.11
50 H -0.5480 3.3999 0.8402  0.11
51 H -2.8537 3.1785 -0.1687  0.10
52 H -3.3609 4.4736 -2.1647  0.10
53 H -2.8065 5.0621 -4.5072  0.07
54 H -3.4006 3.6049 -5.3007  0.07
55 H -1.7013 4.0523 -5.4443  0.07
56 H -1.0789 1.7735 -4.5227  0.09
57 H 1.3485 1.3217 -3.4910  0.10
58 H 0.8831 -0.9355 -5.5105  0.06
59 H 1.9522 0.4509 -5.7357  0.08
60 H 0.2094 0.6927 -5.6294  0.05
61 H 2.4423 -1.5379 -3.5270  0.06
62 H 2.6448 -0.3886 -2.1989  0.04
63 H 3.3815 -0.0566 -3.7723  0.08
64 H -1.4345 -0.5870 -4.6980  0.09
65 H -2.6463 -1.9251 -2.2288  0.02
66 H -3.3767 -1.8925 -3.8416  0.08
67 H -3.1770 -0.3806 -2.9353  0.07
68 H 0.3815 -2.5444 -4.1125  0.05
69 H -1.0283 -2.8890 -5.1212  0.08
70 H -1.0253 -3.2977 -3.3923  0.00
71 O 1.7499 0.2702 0.2038  -0.20
72 C 2.6759 -0.5862 0.3943  -0.68
73 O 2.4357 -1.8072 0.6461  -0.17
74 C 4.1290 -0.1599 0.3453  -0.16
75 C 5.0683 -1.1384 -0.3720  -0.25
76 Ge 4.9008 -3.0218 0.1120  1.01
77 C 5.1121 -3.2390 2.0480  -0.25
78 C 6.2992 -3.7545 2.5796  -0.10
79 C 6.4638 -3.8987 3.9551  -0.10
80 C 5.4428 -3.5289 4.8223  -0.11
81 C 4.2566 -3.0144 4.3108  -0.09
82 C 4.0914 -2.8718 2.9360  -0.10
83 C 6.5120 -3.8428 -0.7204  -0.26
84 C 6.7129 -5.2246 -0.5925  -0.11
85 C 7.7514 -5.8701 -1.2537  -0.09
86 C 8.6120 -5.1453 -2.0754  -0.11
87 C 8.4323 -3.7766 -2.2162  -0.10
88 C 7.3938 -3.1361 -1.5405  -0.11
89 C 3.5347 -4.2132 -0.5789  -0.29
90 C 2.9320 -5.1514 0.2556  -0.11
91 C 2.0614 -6.1032 -0.2688  -0.13
92 C 1.7810 -6.1172 -1.6285  -0.14
93 C 2.3714 -5.1794 -2.4672  -0.10
94 C 3.2469 -4.2366 -1.9455  -0.11
95 H 4.4277 -0.0721 1.3959  0.12
96 H 4.1793 0.8332 -0.0943  0.11
97 H 6.1036 -0.8844 -0.1344  0.07
98 H 4.9565 -1.0632 -1.4596  0.06
99 H 7.1065 -4.0436 1.9144  0.09
100 H 7.3911 -4.3023 4.3491  0.09
101 H 5.5701 -3.6438 5.8935  0.09
102 H 3.4560 -2.7249 4.9833  0.10
103 H 3.1592 -2.4812 2.5421  0.08
104 H 6.0374 -5.8097 0.0272  0.10
105 H 7.8856 -6.9399 -1.1371  0.10
106 H 9.4088 -5.6489 -2.6116  0.09
107 H 9.0993 -3.2045 -2.8520  0.09
108 H 7.2757 -2.0624 -1.6614  0.08
109 H 3.1302 -5.1325 1.3235  0.10
110 H 1.5898 -6.8241 0.3884  0.10
111 H 1.0843 -6.8435 -2.0331  0.10
112 H 2.1359 -5.1743 -3.5261  0.10
113 H 3.7127 -3.5147 -2.6119  0.09
114 I -0.9402 -3.8797 -0.4092  0.05